The following is a DFT calculation (wB97M-V/def2-TZVPD) of a molecular structure, C48H55N5O3P2S2Sr at a distorted geometry.

XYZ file:
```
116
Properties=species:S:1:pos:R:3:forces:R:3
Sr -0.6646 -2.2748 -1.4025 -0.8 2.1 1.4
N 1.3596 -2.6266 0.3694 0.1 0.2 -2.8
C 2.2934 -3.7170 0.0920 1.5 -0.1 1.1
C 2.9865 -3.7332 -1.2716 -2.5 -0.3 -0.5
C 2.1533 -4.4107 -2.4044 0.0 0.6 1.5
N 1.0850 -3.5100 -2.8715 0.0 1.2 -1.3
H 1.8054 -1.7830 -0.0219 -0.4 -0.1 0.9
H 1.0895 -2.5180 1.3151 0.0 0.2 1.0
H 1.8429 -4.7101 0.1681 -0.3 0.2 0.4
H 3.1274 -3.6895 0.8529 -0.8 -0.1 -0.6
H 3.7740 -4.3688 -1.0799 2.0 -1.5 0.1
H 3.4296 -2.8237 -1.6117 0.1 1.0 -0.1
H 1.6616 -5.3191 -1.9532 0.7 0.7 -0.9
H 2.8251 -4.5930 -3.2250 0.2 -0.8 -0.2
H 0.3339 -4.0300 -3.2855 -0.4 -0.8 -0.4
H 1.3887 -2.9452 -3.7043 0.0 -0.6 1.2
C 4.5547 1.0374 2.0467 1.1 0.7 0.1
N 3.7826 2.0025 1.2313 -0.9 -1.4 0.5
P 2.3584 2.6604 2.1540 0.8 -0.9 0.4
C 2.9387 4.1937 2.8733 0.5 0.6 -0.6
C 1.9490 5.1511 2.9948 0.4 1.3 0.8
C 2.2694 6.4022 3.5549 0.4 -0.4 0.2
C 3.5849 6.6818 3.9159 -0.8 0.9 0.4
C 4.5629 5.7303 3.7704 1.4 -0.3 0.1
C 4.2507 4.4755 3.2985 0.0 -1.2 -0.5
C 2.1415 1.7017 3.7146 -0.2 0.1 -0.4
C 2.3212 2.2788 5.0014 0.4 0.8 -1.1
C 2.1400 1.4897 6.1143 -0.5 1.0 2.0
C 1.6125 0.2136 6.0427 0.8 -1.1 -0.5
C 1.4723 -0.3789 4.7860 0.0 0.2 -0.6
C 1.7027 0.3793 3.6099 0.0 -1.2 1.1
P 3.5365 1.2994 -0.4261 0.2 0.2 0.5
C 5.2460 0.9256 -1.0155 -0.1 1.0 0.7
C 5.5554 -0.2221 -1.7238 -0.8 -0.4 0.4
C 6.8646 -0.5517 -1.9718 1.7 -0.4 -0.3
C 7.8810 0.3206 -1.5550 1.0 -0.4 -1.1
C 7.5606 1.4926 -0.8861 0.7 -0.2 -0.7
C 6.2585 1.8340 -0.6660 -0.7 -0.8 1.0
C 3.3129 2.8204 -1.2909 -0.7 1.5 -1.3
C 2.9635 2.7612 -2.6646 0.7 0.5 0.2
C 2.9466 3.9110 -3.4666 -0.5 -0.7 1.6
C 3.1567 5.1373 -2.8365 0.9 0.1 -1.9
C 3.5879 5.2017 -1.5328 -0.1 0.5 0.9
C 3.6031 4.0763 -0.7215 -0.9 -0.8 -0.6
H 4.1617 0.0368 2.0321 -0.5 -0.5 0.1
H 4.5810 1.4328 3.0715 0.2 -0.5 -0.3
H 5.5797 0.9470 1.6214 -0.6 0.3 0.4
H 0.9410 4.9056 2.7502 -0.6 0.0 -0.3
H 1.5578 7.1771 3.7903 -0.5 -0.2 -0.3
H 3.8063 7.6508 4.3986 0.0 -0.6 -0.5
H 5.6096 5.9660 4.0144 -0.6 -0.2 0.1
H 4.9955 3.6592 3.2994 -0.3 0.7 -0.2
H 2.6181 3.3607 5.0736 -0.2 -1.4 0.1
H 2.3083 1.9024 7.1403 -0.1 -0.2 -1.1
H 1.4799 -0.4048 6.9438 -0.1 0.5 -0.5
H 1.2485 -1.4535 4.7260 -0.2 0.6 -0.1
H 1.5909 -0.1473 2.6532 0.0 0.5 0.2
H 4.7610 -0.8907 -2.0309 0.0 -0.1 0.0
H 7.1628 -1.5118 -2.4447 -0.5 0.9 0.2
H 8.9632 0.1534 -1.8644 -1.6 -0.1 0.7
H 8.3542 2.1407 -0.5848 0.3 0.4 0.2
H 6.0370 2.6562 0.0013 -0.1 0.4 -0.4
H 2.7959 1.8070 -3.1338 -0.1 -0.3 -0.1
H 2.7360 3.8362 -4.5227 -0.1 0.1 0.0
H 3.1377 5.9940 -3.5248 0.0 0.0 0.8
H 3.9319 6.1306 -1.0815 -0.4 0.0 -0.2
H 3.6434 4.1621 0.3539 0.8 0.2 -0.1
C -8.7548 1.6257 1.4980 2.2 1.0 0.2
C -7.3297 2.1732 1.2079 -1.1 -1.7 -1.4
C -6.9267 2.2920 -0.1168 0.1 0.0 2.6
C -5.6274 2.7857 -0.3071 0.5 -1.0 -0.2
N -4.7171 2.9101 0.6578 -0.7 0.7 -1.9
C -5.1343 2.8395 1.9176 -0.6 0.1 1.3
S -4.3239 3.3983 3.2310 0.7 0.0 0.5
N -6.4331 2.3781 2.1690 -0.6 0.3 0.6
C -5.2621 3.1362 -1.7101 0.6 0.2 0.1
H -9.2411 1.6025 0.5435 -0.6 0.1 -0.2
H -9.2227 2.2946 2.2138 -0.4 -0.1 0.0
H -8.6795 0.6221 1.8838 -0.1 -0.3 0.3
H -7.4956 1.7673 -0.8417 -0.6 0.5 -0.9
H -6.6988 2.3401 3.1632 0.3 0.2 -0.7
H -5.2044 2.2322 -2.3495 0.5 0.4 0.4
H -4.3086 3.7126 -1.6006 -0.8 -0.5 -0.9
H -6.1116 3.6857 -2.1456 0.6 0.3 0.2
O -0.6264 0.2337 -0.0255 0.5 -0.9 0.1
O -1.1475 0.3898 -1.2185 0.0 -0.8 -0.8
O -2.9256 -2.4498 -0.5343 -0.8 -0.9 0.0
S -4.4568 -2.4783 -0.5768 1.1 1.2 -1.0
C -5.0915 -4.1110 -1.0172 -1.5 0.3 -1.8
C -4.4636 -5.1428 -0.1937 0.4 0.7 0.0
C -4.6088 -5.0779 1.1813 0.7 -1.1 0.5
C -3.9962 -6.0569 1.9452 -0.2 0.2 0.8
C -3.3919 -7.1550 1.3627 1.2 0.3 0.1
C -3.1642 -7.1105 -0.0021 -0.2 -0.7 -0.3
C -3.6422 -6.0666 -0.7868 -0.2 -1.3 0.3
C -4.7700 -1.6580 -2.2040 -0.6 0.9 -0.2
C -3.9344 -2.0111 -3.3951 0.7 -0.8 0.9
C -2.6038 -1.5752 -3.5235 -0.3 0.6 -0.9
C -1.8252 -2.0545 -4.5610 2.3 0.5 -0.2
C -2.3097 -2.9676 -5.5319 1.0 0.4 -0.3
C -3.6499 -3.2325 -5.5007 -0.7 -1.3 0.8
C -4.4011 -2.8624 -4.3637 -1.3 -0.4 -1.2
H -5.0116 -4.2451 -2.1511 0.1 -0.1 1.6
H -6.1832 -4.1068 -0.7352 0.9 0.5 -0.5
H -5.1212 -4.3200 1.7386 -0.4 0.5 -0.3
H -3.9848 -5.9123 3.0228 -0.2 -0.4 -0.1
H -2.9032 -7.9287 1.9680 -0.5 0.2 -0.2
H -2.7109 -7.9653 -0.4803 0.3 0.0 -0.1
H -3.5254 -6.1166 -1.8601 0.0 0.2 -0.1
H -4.6462 -0.5821 -2.0279 -0.1 -0.2 0.4
H -5.8151 -1.8366 -2.4534 -0.2 0.0 0.2
H -2.2339 -0.6812 -3.0209 -0.1 -0.3 0.6
H -0.7500 -1.5933 -4.5835 -1.9 -1.1 -0.4
H -1.6853 -3.4452 -6.3205 -0.4 0.8 0.7
H -4.1118 -3.9257 -6.2233 0.3 0.6 0.3
H -5.4449 -3.2334 -4.3412 0.7 0.4 0.2
```
Forces are in eV/Å.

Summary:
Gap between HOMO and LUMO (alpha / beta), eV: 6.347 / 3.095
Charge: +2
HOMO (alpha / beta), eV: -10.7 / -10.7

The following is a DFT calculation (wB97M-V/def2-TZVPD) of 9 unconnected molecules or ions with the total composition C48H55N9O17 at a distorted geometry.

XYZ file:
```
129
Properties=species:S:1:pos:R:3:forces:R:3
C 1.8220 46.3330 13.9150 -1.6 -3.9 -1.6
C 2.6460 47.3740 13.3520 2.7 0.6 -0.2
C 2.7130 47.4030 11.8000 4.1 1.3 2.5
C 2.9350 48.7200 11.2440 2.3 7.0 -2.3
C 1.9990 49.8770 11.7820 -0.9 -5.4 1.8
C 2.1970 49.9860 13.3070 -1.8 2.4 -1.3
N 2.0300 48.6370 13.8740 -0.3 0.9 6.6
O 1.5350 48.6220 15.0630 2.1 -0.6 -5.9
C 1.0740 50.8670 13.8470 0.4 -0.8 4.0
C 3.5050 50.6500 13.7680 -4.1 3.9 1.4
C 4.1620 47.2400 13.8220 0.6 3.0 -1.8
H 0.8050 46.5100 13.6490 -1.0 0.0 -0.4
H 1.7590 45.9360 14.8710 0.7 1.1 2.9
H 2.0340 45.3000 13.5570 0.3 0.8 -1.2
H 1.8260 47.1850 11.4860 -5.3 -2.3 -2.1
H 3.5330 46.8310 11.3930 -0.2 -1.1 0.4
H 2.8710 48.8340 10.1470 -0.8 -1.1 0.1
H 4.0240 49.3080 11.1510 -1.9 -2.2 1.5
H 0.9060 49.7550 11.5630 0.6 -0.9 0.5
H 2.0610 50.7490 11.3230 1.6 4.2 -1.9
H 0.1050 50.5660 13.6540 -2.0 -1.7 -0.6
H 0.9930 51.8260 13.4880 1.0 2.3 -1.3
H 1.0680 51.0070 14.9960 0.5 -0.3 -1.8
H 3.4260 51.8510 13.8350 -0.6 -2.6 -0.6
H 4.2770 50.5270 13.1830 4.4 -1.4 -2.8
H 3.5940 50.4750 14.7800 0.9 -1.0 2.2
H 4.8030 48.1840 13.6980 -1.1 -1.0 -1.0
H 4.6820 46.4590 13.2610 -0.5 -0.1 0.3
H 4.2890 47.2500 14.8420 -0.3 -1.2 2.7
N 7.2300 49.8260 12.4200 -2.7 -3.5 -1.4
O 7.7540 48.7130 12.7180 0.2 1.0 -0.6
O 7.1860 50.7340 13.1870 0.9 2.6 2.2
O 6.4630 49.9010 11.3810 1.1 -0.3 -0.1
C 3.6140 53.0380 10.1760 -0.6 0.4 2.1
C 4.6520 52.0410 9.9290 -4.4 -0.2 -3.1
C 4.3450 51.1460 8.8060 -3.8 4.1 -0.8
C 3.1720 51.3180 7.7910 -0.7 2.9 7.8
C 2.0200 52.2110 8.3510 5.3 0.2 1.9
C 2.2960 53.1020 9.5510 5.1 -5.3 -3.6
N 2.9620 50.5440 6.6200 2.1 0.4 -2.0
O 3.9020 49.8120 6.2040 -2.2 0.9 1.2
O 1.9970 50.8930 5.9510 0.1 -1.1 0.2
H 3.6610 53.8080 11.1660 0.4 -2.2 -2.9
H 5.5250 51.8410 10.5120 0.4 0.0 0.4
H 4.9670 50.3830 8.6040 2.3 -2.5 -0.7
H 1.1030 52.2460 7.8590 -1.3 0.1 -0.9
H 1.7830 53.8680 9.9510 -2.8 2.1 0.7
C -5.3260 49.4170 10.0950 3.6 -1.8 -1.7
C -3.8980 49.0440 9.6130 -1.5 0.7 5.0
C -2.8050 48.7800 10.5950 -3.6 1.3 0.2
C -3.1800 48.7570 12.0500 -2.5 0.0 -2.8
C -4.6900 48.8240 12.4790 3.2 0.5 -3.6
C -5.6770 49.1310 11.4150 4.7 0.3 0.4
N -2.0250 48.5700 13.0380 -3.1 -0.4 -1.7
O -0.9260 48.2930 12.6250 0.5 0.2 0.0
O -2.4100 48.6040 14.1700 0.7 0.2 1.6
H -6.0810 49.8430 9.3420 1.3 -0.9 1.3
H -3.6650 49.0380 8.5860 0.2 0.2 -1.0
H -1.7730 48.8220 10.1510 -1.1 -0.5 1.1
H -4.9820 48.7420 13.5220 0.2 0.0 -0.3
H -6.6170 49.4760 11.6060 -2.6 0.2 1.4
C 6.0650 49.6260 16.5920 -3.8 3.6 0.5
C 5.4090 51.0260 16.8040 -1.1 -3.6 3.6
C 4.4610 51.2360 17.9110 0.5 -5.3 -0.9
C 3.8060 50.0230 18.7510 6.2 -0.7 -4.5
C 4.4600 48.6320 18.5000 0.3 6.0 -2.9
C 5.5430 48.5640 17.3280 -2.3 2.7 2.8
N 2.9980 50.4130 19.8790 -1.5 2.4 -0.7
O 2.8550 49.6230 20.7510 0.0 -1.7 1.4
O 2.4330 51.5440 19.9090 1.5 -1.7 -0.8
H 6.7040 49.5750 15.6750 -0.2 -0.4 1.2
H 5.7650 51.8250 16.2070 0.1 0.8 -0.3
H 4.0360 52.1280 18.2530 -0.2 1.6 -0.2
H 4.0180 47.7890 18.9650 0.2 -0.8 0.4
H 6.1310 47.7310 17.2050 0.5 -2.6 0.0
C 0.1360 57.8400 17.6700 -0.6 -3.5 -4.9
C -0.2420 57.3070 16.2690 7.3 -2.3 2.4
C 0.8310 56.3480 15.5770 -2.4 -1.6 0.0
C 1.9650 55.6150 16.3430 -4.6 6.4 4.5
C 2.0500 56.1190 17.7970 -0.5 0.3 -3.7
C 1.2700 57.3120 18.2950 0.5 -3.1 -1.2
N 2.8020 54.5550 15.8800 2.5 2.7 1.7
O 3.9940 54.4840 16.3420 -3.3 -0.6 -1.3
O 2.2860 53.9830 14.9850 0.3 -2.7 -2.0
H -0.7180 58.3300 18.1000 0.5 0.8 0.7
H -1.0960 57.6440 15.7590 -0.8 0.2 -0.7
H 0.4590 55.8570 14.4320 1.5 1.7 3.6
H 2.7610 55.4470 18.3410 -0.6 1.5 0.2
H 1.4580 57.6230 19.2950 0.3 0.0 0.7
C 4.6200 46.4550 8.8520 2.9 6.2 2.3
C 5.6270 46.8620 9.9030 -0.8 -6.7 1.6
C 6.1010 45.7800 10.9050 -1.1 0.2 -1.9
C 5.6730 44.3670 10.6880 -3.2 3.7 -3.3
C 4.5280 44.1190 9.6310 3.3 2.5 0.9
C 4.0860 45.2760 8.7150 0.4 -7.7 2.8
N 6.1370 43.3190 11.5990 -2.5 0.7 -0.3
O 5.7380 42.2040 11.3170 0.8 -0.5 0.2
O 6.6290 43.6780 12.6420 0.8 -0.4 0.1
H 4.1710 47.2840 8.2600 0.8 -0.5 0.1
H 6.1490 47.7380 10.1450 -0.1 1.9 -0.4
H 6.7710 46.0620 11.8420 -1.3 -0.5 -2.4
H 4.1740 43.0830 9.4680 0.2 0.9 0.2
H 3.4090 44.9160 7.9450 -0.1 0.7 0.1
C 2.0300 37.6450 13.6880 -3.0 6.3 -2.1
C 1.0260 38.6470 14.2110 3.8 2.9 -2.3
C 1.0510 40.1390 13.8760 1.0 -2.4 -2.4
C 1.7620 40.6420 12.5720 1.9 -6.3 2.0
C 2.7820 39.6050 11.9210 -7.1 -3.0 9.3
C 2.7850 38.0850 12.5370 0.0 1.3 0.3
N 1.6070 41.9570 11.8970 -5.0 0.5 8.8
O 0.8550 42.8230 12.5060 1.6 -2.4 -1.3
O 2.1850 42.1650 10.9590 3.8 1.2 -6.6
H 1.7640 36.6970 14.0740 0.9 -1.3 -0.2
H 0.3800 38.2960 14.9720 -0.6 0.1 0.8
H 0.5080 40.8070 14.5770 0.2 -0.4 -1.1
H 3.1990 39.9120 11.1070 3.0 1.2 -4.9
H 3.3880 37.1820 12.1740 -0.4 2.2 -0.3
C -1.4910 52.4670 10.3460 -0.7 -3.4 -0.9
O -1.2190 51.8240 11.3670 -0.5 0.9 -1.4
N -1.3260 53.7660 10.1580 1.9 2.1 3.0
C -1.5920 54.5000 8.9600 3.6 2.5 -1.1
C -0.8620 54.5580 11.3720 4.8 0.7 1.3
H -1.9470 51.9040 9.3700 1.0 1.2 1.9
H -1.4400 55.6110 9.1460 0.3 -1.4 0.1
H -2.5740 54.4990 8.8330 -4.4 -0.4 -1.3
H -1.0420 54.3340 7.9500 -0.6 -0.5 2.0
H 0.0760 55.4210 11.1230 -2.9 -2.6 0.1
H -0.3160 53.9520 12.2770 -1.3 0.6 -2.9
H -1.5560 55.1080 11.9970 -1.0 0.1 -0.9
```
Forces are in eV/Å.

Summary:
Gap between HOMO and LUMO, eV: 4.652
HOMO, eV: -7.8

Ordered energy above the lowest of the compared OMol25 structures with the same formula, charge and spin results: 6.817, 1.042; unit eV.
Ordered total energy results: -105327.3454, -98836.4444; unit eV.